Record 1
ORCA calculation (ωB97M-V/def2-TZVPD) on the molecule C6H10N2 in a non-equilibrium geometry.

Geometry (Å):
C: 0.66 0.60 1.71
C: 0.79 -0.03 -0.88
H: 0.79 0.07 2.68
C: 0.33 -1.28 -0.16
H: 0.07 1.92 -1.36
C: 1.17 -0.23 0.56
H: 0.75 -2.27 -0.38
H: -0.41 0.79 1.57
N: -1.49 0.81 -0.47
N: -1.97 -0.44 -0.15
H: -2.27 1.35 -0.83
C: -1.11 -1.37 0.05
H: 2.24 -0.47 0.68
H: -1.52 -2.31 0.42
C: -0.29 0.88 -1.36
H: -0.61 0.61 -2.39
H: 1.59 -0.11 -1.61
H: 1.27 1.51 1.92

Summary:
Energy relative to the best compared isomer or geometry (same formula, charge and spin) ... 189.7 kJ/mol
HOMO energy ... -8.322 eV
Frontier orbital gap ... 9.29 eV
Total energy ... -9362.4704 eV



Record 2
ORCA calculation (ωB97M-V/def2-TZVPD) on the ion C4H10NO2 with charge +1 in a non-equilibrium geometry.

Geometry (Å):
O: -0.18 1.52 -1.67
H: -0.22 -2.09 2.19
C: 0.52 -0.41 0.72
H: 0.36 1.52 0.34
H: -0.63 1.28 -2.47
H: 1.52 -1.38 -0.97
O: -1.74 -1.20 1.14
H: 1.85 1.18 -0.92
H: -0.23 -1.01 -1.28
H: -1.01 0.86 1.03
C: 0.74 -0.60 -0.91
N: 0.00 0.86 1.06
C: -0.57 -1.42 1.42
H: 1.55 0.59 -2.43
C: 1.01 0.71 -1.52
H: 0.33 1.27 2.00
H: 1.57 -0.50 1.07

Summary:
Energy relative to the best compared isomer or geometry (same formula, charge and spin) ... 250.9 kJ/mol
Net charge ... +1
HOMO energy ... -14.919 eV
Frontier orbital gap ... 10.91 eV
Total energy ... -9886.9878 eV



Record 3
ORCA calculation (ωB97M-V/def2-TZVPD) on a structure of composition C3H8N3S in a non-equilibrium geometry.

Geometry (Å):
H: -3.00 0.96 -0.23
C: 0.94 -0.67 -0.36
H: 0.48 2.34 1.15
S: 2.69 -0.34 -0.05
H: -1.19 0.31 -0.22
N: 0.09 0.22 0.00
H: -2.57 -0.12 1.07
H: 3.09 1.77 0.83
H: -0.34 -2.11 -1.05
N: -2.55 0.08 0.08
C: 2.26 1.10 0.68
N: 0.63 -1.80 -1.00
H: -2.80 -0.69 -0.52
H: 1.28 -2.48 -1.14
C: 0.99 1.43 0.76

Summary:
Energy relative to the best compared isomer or geometry (same formula, charge and spin) ... 46.9 kJ/mol
Net charge ... +1
HOMO energy ... -12.950 eV
Frontier orbital gap ... 9.89 eV
Total energy ... -18539.0199 eV



Record 4
ORCA calculation (ωB97M-V/def2-TZVPD) on a cluster of 7 separate species, C32H70O18P2S5 in total in a non-equilibrium geometry.

Geometry (Å):
H: -1.27 -7.11 -7.92
S: -3.13 -13.94 -13.48
C: -5.07 -19.28 -13.05
C: -6.35 -19.83 -13.82
C: -6.28 -8.67 -17.71
O: 0.58 -8.89 -8.03
C: -6.83 -12.75 -16.68
H: -2.39 -11.66 -13.58
H: 1.48 -12.00 -10.76
O: 1.94 -10.59 -9.45
H: -2.54 -8.59 -16.80
C: -4.54 -12.05 -12.18
H: -7.20 -8.69 -17.12
H: -5.83 -6.54 -17.26
C: -1.39 -8.67 -14.95
H: 0.97 -14.44 -16.64
H: -4.42 -17.93 -14.54
H: -5.09 -7.13 -18.78
H: -1.37 -14.55 -16.87
O: -5.46 -11.31 -15.52
H: -2.91 -13.42 -8.30
C: -3.18 -7.91 -11.14
C: -5.55 -15.48 -8.77
O: 1.39 -11.13 -17.09
O: -4.39 -17.54 -7.52
C: -2.29 -12.44 -12.83
H: -6.53 -9.22 -18.62
H: -4.19 -6.66 -12.61
H: 1.22 -7.65 -9.57
S: -4.25 -16.75 -8.73
H: -4.21 -17.19 -12.95
H: -3.09 -8.77 -11.80
C: 0.47 -13.73 -17.29
C: -1.33 -11.64 -17.00
H: -5.19 -11.90 -11.32
C: -4.85 -17.84 -13.55
C: -3.51 -14.30 -8.06
H: -2.80 -11.00 -11.28
S: 0.41 -12.01 -16.40
H: -1.00 -14.73 -18.58
C: -5.97 -7.17 -18.14
H: 1.68 -12.61 -9.09
H: -5.27 -14.13 -12.36
C: -4.88 -14.17 -8.69
C: -1.68 -12.74 -18.06
O: -6.75 -16.61 -15.03
C: 1.26 -11.82 -9.71
H: -4.27 -6.60 -8.56
C: -0.46 -6.86 -8.60
H: -2.71 -15.40 -9.74
H: -8.32 -18.63 -14.17
C: 3.75 -7.93 -7.08
H: -5.28 -8.32 -10.88
H: 1.13 -13.64 -18.15
H: -4.22 -19.83 -13.48
H: -7.74 -18.85 -12.54
O: -5.40 -4.74 -11.20
H: -5.08 -19.26 -11.96
H: -2.05 -11.79 -16.20
H: -0.12 -8.69 -9.93
H: -7.18 -12.92 -15.66
H: -6.09 -15.50 -9.72
C: -3.10 -11.98 -11.64
O: -3.22 -4.57 -9.95
H: -4.37 -9.08 -9.66
C: -0.88 -14.08 -17.71
H: -2.31 -7.91 -10.48
H: 3.51 -8.37 -6.11
H: -1.42 -10.60 -17.29
H: -1.26 -12.77 -12.69
H: -1.27 -12.31 -18.97
O: -2.93 -13.90 -14.88
H: 3.20 -6.34 -8.31
H: -3.05 -12.69 -10.82
H: -3.29 -7.81 -15.38
C: -0.31 -11.71 -9.45
C: -4.70 -6.77 -9.54
H: -5.08 -11.73 -17.58
O: -2.61 -14.97 -12.57
C: -5.42 -12.17 -16.64
P: -4.99 -9.75 -15.62
C: -7.43 -18.85 -13.59
O: -3.39 -9.90 -15.39
H: -6.11 -20.13 -14.83
H: -0.66 -7.99 -15.38
H: -4.81 -11.25 -12.87
C: -2.88 -15.55 -8.68
H: -6.83 -6.71 -18.64
C: -3.43 -6.54 -11.84
H: -6.89 -13.64 -17.30
O: 3.16 -8.63 -8.21
H: -0.89 -11.11 -10.15
H: -5.28 -13.24 -13.81
H: -2.55 -6.04 -12.25
H: 2.08 -6.53 -7.02
P: 1.97 -9.76 -8.02
H: -1.00 -9.69 -14.84
O: -4.16 -17.50 -9.99
H: -0.64 -12.75 -9.55
H: -0.39 -11.50 -8.38
H: -5.78 -6.63 -9.58
H: 4.82 -7.85 -7.28
S: -6.58 -17.14 -13.65
H: -3.55 -14.51 -7.00
H: -4.69 -12.97 -16.48
C: -4.71 -13.35 -12.89
H: -7.61 -12.06 -17.01
O: -5.16 -9.40 -17.17
O: -5.67 -8.81 -14.69
O: 0.36 -12.17 -14.93
H: -2.07 -16.07 -8.16
C: -2.71 -8.67 -15.73
H: 3.67 -5.93 -6.64
S: -4.23 -5.38 -10.59
C: -4.40 -8.16 -10.25
H: -2.74 -12.86 -18.23
H: -6.25 -15.67 -7.96
H: -6.78 -20.79 -13.53
H: -5.41 -13.46 -8.06
H: -1.01 -6.26 -9.32
C: 0.31 -8.07 -9.14
H: -1.51 -8.38 -13.91
O: -6.90 -16.39 -12.40
H: -4.92 -13.79 -9.71
C: 3.14 -6.65 -7.26
H: 0.19 -6.23 -8.00
O: 2.13 -10.68 -6.84

Summary:
Energy relative to the best compared isomer or geometry (same formula, charge and spin) ... 50.8 kJ/mol
HOMO energy ... -10.021 eV
Frontier orbital gap ... 10.36 eV
Total energy ... -143928.5906 eV



Record 5
ORCA calculation (ωB97M-V/def2-TZVPD) on a cluster of 2 separate species, C3H9NO3 in total in a non-equilibrium geometry.

Geometry (Å):
H: -0.70 -3.84 0.63
O: 1.87 -1.02 -1.00
C: 1.42 0.28 -0.57
N: -1.51 2.15 0.56
H: 1.54 -1.72 -0.47
O: -1.12 -3.02 0.39
H: -1.53 3.06 0.99
H: 1.59 0.91 -1.44
C: -0.04 0.26 -0.19
O: 0.50 1.90 1.51
H: -0.80 -2.83 -0.50
H: -0.79 0.32 -0.98
C: -0.33 1.46 0.75
H: 2.12 0.56 0.22
H: -2.03 2.18 -0.30
H: -0.18 -0.66 0.38

Summary:
Energy relative to the best compared isomer or geometry (same formula, charge and spin) ... 107.2 kJ/mol
HOMO energy ... -9.857 eV
Frontier orbital gap ... 10.39 eV
Total energy ... -10889.4709 eV



Record 6
ORCA calculation (ωB97M-V/def2-TZVPD) on the molecule C36H38N2O5 in a non-equilibrium geometry.

Geometry (Å):
C: -5.49 0.35 2.03
H: -1.47 -1.30 0.24
O: -2.39 -2.99 -2.07
C: 1.87 1.76 1.34
C: 0.63 0.12 -0.06
H: 4.95 3.13 1.87
H: 1.47 -2.41 1.34
C: 0.74 3.51 2.63
O: 5.21 1.44 0.14
H: 2.60 -1.68 -0.68
C: -0.11 1.77 -4.35
C: -2.95 -2.66 -4.46
H: 0.88 -1.50 -2.57
O: -0.37 -2.61 -1.31
C: 1.18 1.27 -4.50
C: 1.54 0.10 -3.80
C: 0.59 -0.55 -3.00
H: 0.78 -0.83 -0.58
H: 1.57 -2.92 3.78
H: 1.35 4.38 2.90
C: -4.57 -3.57 -2.69
H: -4.51 -1.18 -0.82
H: -6.52 -0.68 0.43
C: -5.56 -0.33 0.81
H: 1.62 3.81 0.63
H: 2.27 0.54 3.10
H: 3.04 0.67 -1.43
C: 1.44 1.14 2.71
C: -1.77 -0.34 -0.25
H: 0.13 2.87 0.64
H: -3.81 -2.38 -5.08
C: -0.68 0.00 -2.75
H: -0.80 1.38 0.83
H: -5.45 -3.32 -3.28
C: 3.94 2.90 2.24
N: 3.29 2.05 1.29
H: 2.54 -0.32 -3.88
H: -4.26 -4.61 -2.89
H: -2.63 -3.66 -4.74
H: -0.44 2.65 -4.89
H: 1.89 2.58 4.24
C: 3.99 1.34 0.36
C: 3.35 -1.07 -0.15
C: -3.43 -2.63 -3.03
H: 3.57 -2.24 5.11
H: -4.15 1.40 3.39
C: -0.64 0.52 0.20
O: -3.56 0.83 -2.32
H: -4.80 -3.48 -1.62
H: 4.03 2.43 3.22
C: 3.52 -2.01 4.05
C: 4.52 -1.07 2.06
C: -3.15 -0.07 0.47
H: 5.36 -0.59 1.55
H: 1.92 1.78 -5.12
C: 2.33 -2.10 1.93
C: 4.59 -1.36 3.42
H: -6.38 0.51 2.64
C: 1.06 2.33 3.57
H: -0.30 3.82 2.75
C: -1.73 -0.63 -1.73
N: 1.76 0.81 0.23
C: -4.26 0.86 2.45
H: 4.33 -1.25 -0.62
H: 3.39 3.83 2.35
C: -4.39 -0.58 0.08
C: 2.40 -2.39 3.30
O: -3.89 -1.29 -2.78
C: -3.09 -0.29 -2.33
H: -2.18 1.04 2.05
C: -3.12 0.64 1.67
H: 0.20 2.10 4.22
H: -1.98 1.61 -3.34
C: -1.00 1.16 -3.46
C: 1.04 3.07 1.20
C: -1.41 -2.13 -1.74
H: 0.59 0.47 2.53
H: -2.14 -1.94 -4.61
C: 3.39 -1.41 1.31
H: 5.48 -1.07 3.98
C: 3.03 0.42 -0.35

Summary:
Energy relative to the best compared isomer or geometry (same formula, charge and spin) ... 16.4 kJ/mol
HOMO energy ... -7.580 eV
Frontier orbital gap ... 8.17 eV
Total energy ... -51166.3062 eV



> Among the records above, which one has the highest HOMO energy?

C36H38N2O5